Entry from OMol25: a cluster of 5 separate species, C42H80BBr2ClF9O22P in total (the ωB97M-V functional and the def2-TZVPD basis).

Output
SMILES: CC(=O)OC[C@@](Br)(CC(=O)O)O[C@@H](CCO)[C@](C[C@@H](C)Br)(O[C@H](P(O)Cl)C(F)(F)C(F)(F)C(F)(F)C(F)(F)F)B(O)O.COCCOCCOC.COCCOCCOC.COCCOCCOC.COCCOCCOC

The geometry in XYZ format:
```
158
C42H80BBr2ClF9O22P, DFT the ωB97M-V functional and the def2-TZVPD basis
Br 0.387 2.938 1.513
Br -4.868 -2.457 -2.100
Cl 0.820 -0.314 -6.024
P -0.339 -0.904 -4.428
F 2.020 4.087 -1.814
F 3.441 2.697 -2.726
F 2.018 0.565 -3.419
F 1.102 1.441 -1.654
F 1.401 2.628 -4.915
F 0.097 3.479 -3.390
F 1.923 5.400 -4.345
F 3.748 5.442 -3.197
F 3.596 4.174 -4.926
O -3.152 3.233 -11.383
O -0.077 3.284 -11.357
O -3.427 -0.342 -4.178
O -3.312 5.385 -1.287
O -0.294 -5.717 7.323
O 2.798 -0.925 9.475
O 6.880 -3.905 -2.458
O 0.704 -1.778 -3.530
O -1.019 3.534 -8.431
O 0.474 -1.942 11.214
O -1.382 1.825 -0.159
O -2.387 -2.863 7.061
O -2.593 -1.064 2.543
O 0.087 -3.420 5.312
O 5.134 -2.411 -4.495
O -3.864 0.721 2.733
O -3.695 3.206 1.247
O 2.201 1.264 11.567
O -4.685 5.213 1.349
O 6.367 -5.864 -4.789
O -4.424 1.589 -3.371
O -1.066 0.267 -2.210
C 0.899 -5.037 6.978
C -2.485 3.211 -1.769
C 6.302 -1.957 -3.840
C -2.785 0.274 2.475
C 5.844 -4.851 -2.663
C 2.812 -1.687 10.672
C 4.062 -1.503 -4.375
C -0.978 2.193 -11.266
C -5.306 3.579 2.985
C -2.831 -1.704 7.724
C -2.224 -2.678 5.669
C -2.850 -0.652 -1.042
C 6.282 -6.098 -3.396
C -2.250 2.377 -12.060
C -4.309 -1.080 -0.815
C -2.309 3.481 1.446
C -0.364 4.429 -10.572
C 2.975 2.162 12.326
C 7.120 -6.851 -5.452
C 2.931 4.666 -3.891
C -1.523 1.077 2.200
C 1.923 0.190 9.426
C -2.476 0.563 -1.928
C -0.396 0.679 -3.374
C 1.210 2.744 -3.584
C -2.542 1.853 -1.039
C 0.980 1.331 -2.993
C 2.411 3.527 -2.970
C 2.425 1.402 10.177
C -0.698 -2.650 10.879
C 1.641 -2.632 10.806
C -5.385 0.003 -0.678
C -3.745 4.098 -1.736
C 7.249 -3.103 -3.568
C 0.614 -3.599 6.617
C -0.565 3.039 -7.195
C -4.556 4.124 1.816
C -0.019 4.274 -9.109
C -4.128 3.774 -12.241
C -1.453 2.232 1.171
C -0.158 -7.117 7.246
C -1.285 -3.720 5.108
B -3.450 0.618 -3.229
H -0.767 -2.781 9.792
H -5.190 0.890 -1.279
H -2.902 -1.953 8.781
H -4.201 4.217 -2.726
H 0.951 3.770 -9.019
H -6.346 -0.391 -1.018
H -1.732 3.810 -1.255
H 4.047 2.000 12.162
H 1.389 -5.532 6.130
H -2.121 3.793 2.481
H 8.214 -2.671 -3.295
H -2.107 -0.888 7.601
H 7.386 -3.706 -4.468
H 8.149 -6.886 -5.075
H 7.256 -6.420 -3.005
H 2.892 -1.048 11.554
H 0.295 2.374 -7.324
H -2.117 3.105 -2.792
H -0.729 -3.634 11.360
H -1.408 -3.728 4.022
H 5.550 -6.896 -3.205
H -1.404 4.742 -10.686
H -1.549 -2.063 11.220
H 0.610 -7.485 7.937
H 6.813 -1.217 -4.472
H 2.747 1.984 13.375
H 1.885 -3.405 11.548
H 1.590 -5.055 7.834
H -1.682 -1.294 2.317
H 3.717 -2.295 10.606
H -4.742 2.988 -12.699
H -1.812 -1.681 5.458
H -3.201 -2.760 5.175
H -4.770 4.417 -11.642
H 6.669 -7.845 -5.339
H -4.599 3.274 3.760
H 1.471 -3.123 9.838
H -0.442 1.348 -11.702
H 0.278 5.214 -10.977
H -4.075 2.456 -3.611
H -1.250 1.508 3.170
H 2.736 3.204 12.083
H -5.983 4.345 3.366
H -1.986 4.291 0.788
H -2.001 2.792 -13.045
H -3.436 1.819 -0.418
H -3.998 5.794 -0.745
H -4.488 3.685 -1.050
H 7.139 -6.591 -6.509
H 5.540 -5.154 -1.659
H 0.101 -7.435 6.230
H -1.116 -7.553 7.520
H -2.312 -1.523 -1.428
H -3.812 -1.365 7.370
H 6.040 -1.476 -2.888
H 0.065 5.272 -8.655
H -0.288 3.856 -6.517
H 1.873 0.459 8.369
H -5.854 2.685 2.682
H -2.721 1.394 -12.207
H 1.567 -3.067 6.612
H -0.708 0.397 1.934
H 3.207 -1.931 -4.891
H 0.853 -1.384 -2.658
H -0.028 -3.139 7.372
H 1.894 2.291 9.808
H -2.393 -0.449 -0.066
H -1.383 2.470 -6.751
H -0.938 1.412 -3.983
H -2.822 -1.076 -4.010
H 4.983 -4.399 -3.161
H 4.305 -0.533 -4.827
H -5.503 0.271 0.373
H 0.918 -0.076 9.762
H -3.669 4.371 -13.038
H -1.210 1.951 -10.226
H 3.496 1.530 9.975
H -1.547 -4.711 5.487
H -4.298 -1.658 0.109
H 3.798 -1.348 -3.323
```


Entry from OMol25: a structure of composition C42H83GaO16 (the ωB97M-V functional and the def2-TZVPD basis).

Output
Total charge: -2

The geometry in XYZ format:
```
142
C42H83GaO16, DFT the ωB97M-V functional and the def2-TZVPD basis
Ga -0.506 0.792 -2.213
O 0.331 3.933 5.952
O 0.968 8.377 -3.183
O -2.748 1.846 -0.451
O -2.515 -3.362 -5.271
O 2.565 5.305 1.226
O 3.859 1.062 2.975
O 1.132 -9.476 1.819
O -0.848 3.815 1.970
O -1.102 -1.271 -0.203
O -5.712 9.046 3.117
O 1.402 -9.929 -3.246
O -1.555 -8.170 -4.902
O 0.321 -1.896 -1.809
O -0.555 8.281 3.388
O 2.775 3.299 -3.039
O -1.612 -13.834 -5.037
C -1.097 -4.981 -4.264
C 0.545 4.808 6.754
C 3.181 5.747 3.473
C -0.524 -10.053 3.423
C 1.815 2.379 -3.164
C 1.081 4.495 8.137
C 0.012 2.945 2.688
C 0.183 -13.074 -3.668
C -7.718 9.890 2.162
C 0.656 -8.580 -1.432
C -0.023 -9.514 -6.101
C 2.206 7.424 -4.991
C -1.226 3.386 0.666
C -2.731 8.672 2.509
C 5.211 -0.075 4.569
C 0.373 -11.726 1.687
C -1.856 1.996 0.617
C 4.968 0.763 3.330
C -2.265 -12.527 -3.158
C 1.253 2.496 1.920
C 1.696 -9.239 -2.291
C 1.334 1.732 -1.929
C -1.631 7.810 3.075
C 2.720 6.135 2.082
C -1.942 6.350 3.237
C -2.212 -8.616 -7.145
C 2.450 7.602 1.839
C -6.440 9.995 2.959
C -2.117 2.010 -1.743
C 0.302 6.268 6.444
C -6.114 11.350 3.546
C -0.437 -1.045 -1.247
C -3.022 -3.870 -3.000
C -2.244 -4.005 -4.281
C 0.404 -10.330 2.266
C 2.009 8.316 -3.790
C 6.192 1.201 2.554
C 1.389 3.996 -3.440
C -1.264 -13.215 -4.057
C -1.292 -8.710 -5.950
C 3.203 9.155 -3.380
C 3.134 -8.996 -1.908
H -2.380 9.700 2.433
H 0.637 -12.456 2.455
H 0.384 4.848 8.899
H 5.878 1.786 1.693
H -2.785 6.228 3.922
H -3.009 8.310 1.518
H -0.387 -4.668 -3.494
H 3.348 -7.926 -1.939
H 0.756 -8.937 -0.406
H 2.441 8.041 -5.862
H -0.072 6.380 5.431
H -1.456 -5.986 -4.042
H -3.496 -4.821 -2.741
H -2.444 1.885 1.535
H 0.522 -9.436 -5.164
H -0.424 6.684 7.146
H 4.046 8.506 -3.136
H -2.903 1.775 -2.464
H 1.516 3.278 1.214
H -3.610 8.640 3.151
H 0.811 -13.596 -4.387
H -0.265 -10.557 -6.323
H 3.308 -9.347 -0.890
H 5.735 -0.994 4.303
H 2.122 7.740 0.811
H 5.826 0.478 5.282
H -2.355 -3.557 -2.190
H -8.573 10.152 2.788
H -0.390 3.474 -0.030
H 3.359 8.183 2.015
H 1.760 1.785 -4.071
H 6.752 0.328 2.213
H 6.845 1.803 3.189
H 1.216 3.421 8.238
H 1.362 2.507 -1.162
H -1.685 -8.158 -7.984
H -7.690 10.579 1.316
H -0.532 2.092 3.106
H 0.365 3.532 3.537
H 3.793 -9.519 -2.598
H -1.887 3.075 -1.913
H -1.118 1.185 0.617
H 3.022 6.724 -4.812
H 0.708 3.915 -2.566
H -0.410 -9.020 3.742
H 2.427 6.040 4.207
H 3.325 4.669 3.514
H 2.945 9.755 -2.510
H -2.536 -9.614 -7.446
H 1.080 -11.796 0.863
H 4.118 6.255 3.717
H 0.794 -7.498 -1.441
H -5.174 11.294 4.090
H -2.188 -12.920 -2.143
H 1.091 1.566 1.379
H -3.794 -3.114 -3.127
H 1.747 4.992 -3.178
H -0.295 -10.720 4.256
H -3.271 -12.691 -3.535
H -1.991 4.088 0.324
H 2.072 2.355 2.616
H -0.630 -11.959 1.325
H 2.044 0.924 -1.739
H -2.202 5.895 2.282
H 2.038 4.998 8.289
H -0.604 -4.979 -5.235
H 0.587 -9.121 -6.917
H -7.834 8.874 1.795
H 1.232 6.832 6.544
H 1.302 6.854 -5.187
H -6.028 12.091 2.750
H -1.559 -10.226 3.122
H -1.077 5.821 3.625
H 4.256 -0.323 5.026
H 3.501 9.811 -4.201
H 0.351 -13.493 -2.673
H -0.337 -8.812 -1.814
H -0.591 0.490 -3.814
H -3.078 -8.010 -6.892
H -6.908 11.666 4.224
H 0.467 -12.019 -3.643
H -2.058 -11.455 -3.125
H 1.670 7.957 2.515
```


Entry from OMol25: a cluster of 6 separate species, C42H83IN10O7S2 in total (the ωB97M-V functional and the def2-TZVPD basis).

Output
SMILES: CCCCCCCCCCC[C@H]1OC(=O)[C@](CCCSC(=S)n2ccnc2)(CC(N)(N)N)[C@H]1CCCI.CN(C)C=O.CN(C)C=O.CN(C)C=O.CN(C)C=O.CN(C)C=O

The geometry in XYZ format:
```
145
C42H83IN10O7S2, DFT the ωB97M-V functional and the def2-TZVPD basis
I -1.894 5.652 4.798
S -0.222 -3.467 2.309
S 2.601 -3.957 1.394
O -2.920 0.780 -0.992
O -8.328 -1.757 -1.574
O -3.014 -1.484 -5.827
O 4.312 1.072 7.939
O 7.508 -5.242 -2.551
O 2.548 -1.381 -2.752
O -3.652 -1.330 -0.718
N 9.128 -5.329 -0.947
N 2.858 -0.187 4.114
N -5.795 1.851 -0.599
N -7.682 0.938 0.544
N -6.398 2.540 1.699
N 3.790 -3.285 -2.870
N 1.949 -1.711 2.697
N 2.036 0.961 8.065
N -1.767 -3.384 -6.066
N -6.744 -2.233 -3.149
C -1.323 -2.309 1.346
C 3.291 0.880 8.568
C -5.485 0.210 1.352
C 8.518 -4.802 -2.032
C 10.331 -4.749 -0.383
C -0.727 1.679 0.052
C 2.197 7.634 1.860
C -6.279 1.419 0.728
C -5.344 -2.192 -3.526
C -2.296 1.643 -0.022
C 3.412 4.663 -0.397
C 1.516 -2.973 2.135
C -1.972 -2.045 -6.108
C -7.711 -2.795 -4.072
C 1.858 1.303 6.662
C -3.898 0.274 1.220
C -3.448 -0.916 2.164
C -0.374 1.784 -2.514
C 2.664 3.389 -1.008
C -0.125 0.902 -1.198
C 2.337 5.558 0.359
C 0.912 1.927 -3.418
C -3.496 -0.254 -0.230
C -2.637 4.708 2.968
C 2.307 0.562 3.062
C 2.950 3.294 -2.576
C 0.865 0.718 8.882
C 3.113 6.414 1.448
C 5.069 -3.910 -3.165
C 8.561 -6.514 -0.329
C -7.171 -1.759 -1.960
C -0.493 -3.977 -6.418
C -3.238 3.295 3.361
C 2.684 -4.116 -2.436
C 3.596 -1.958 -2.986
C 1.766 -0.434 2.189
C -1.894 -1.169 2.294
C -2.469 2.096 2.658
C -2.857 -4.250 -5.657
C 2.661 -1.485 3.895
C 1.534 3.400 -3.305
C -3.164 1.660 1.299
H 0.240 1.613 8.890
H -0.691 -1.803 0.564
H -5.236 -1.600 -4.437
H 1.675 1.133 -3.268
H 2.273 1.655 2.906
H -2.539 -5.291 -5.674
H -1.080 -1.483 -6.431
H 1.150 0.473 9.905
H -0.634 -4.663 -7.256
H -4.743 -1.745 -2.736
H -3.916 -0.797 3.170
H 2.307 2.282 6.473
H 1.645 3.827 -4.341
H -2.518 2.656 -0.472
H 0.300 -0.117 8.460
H -6.164 2.240 2.641
H 0.799 1.330 6.408
H -0.688 2.795 -2.142
H 4.934 -4.638 -3.967
H 3.393 2.284 -2.751
H -1.252 -0.267 2.168
H 3.309 0.614 9.639
H 10.639 -3.870 -0.948
H 3.400 5.786 2.327
H 1.622 4.871 0.880
H 11.134 -5.489 -0.409
H -3.878 -1.859 1.726
H 2.935 2.442 -0.466
H 1.142 7.335 2.081
H -5.270 2.728 -0.548
H -0.602 -0.100 -1.344
H 0.586 1.842 -4.493
H -3.472 5.350 2.588
H -3.825 2.545 1.106
H 3.939 5.270 -1.168
H 1.568 3.541 -0.814
H 5.802 -3.167 -3.478
H 5.433 -4.415 -2.273
H 10.138 -4.458 0.652
H 3.629 4.099 -2.948
H -1.419 2.464 2.513
H -8.457 -2.038 -4.320
H -7.746 0.306 -0.262
H -0.104 -4.528 -5.559
H 4.038 6.818 0.950
H 4.187 4.266 0.309
H 7.540 -6.299 -0.006
H -5.860 -0.735 0.886
H 0.226 -3.209 -6.703
H -3.084 3.155 4.460
H 2.162 8.345 0.999
H -1.824 4.659 2.210
H 8.530 -7.324 -1.061
H -5.850 3.344 1.403
H 9.029 -3.907 -2.423
H -5.788 0.157 2.435
H 1.854 -4.008 -3.137
H -3.702 -4.113 -6.335
H 4.495 -1.417 -3.322
H 0.858 4.097 -2.753
H -6.606 2.058 -1.184
H 2.990 -5.160 -2.388
H -3.172 -3.979 -4.649
H -1.163 1.297 -3.142
H 1.831 6.239 -0.376
H -0.327 2.725 -0.055
H -0.331 1.301 1.026
H -4.994 -3.211 -3.709
H 3.026 -2.270 4.582
H 0.974 0.725 -1.104
H -6.352 -1.356 -1.340
H -4.336 3.264 3.177
H -8.217 -3.639 -3.597
H 9.159 -6.818 0.528
H -8.234 1.766 0.293
H -7.215 -3.131 -4.981
H 2.610 8.143 2.768
H -2.399 1.234 3.372
H 1.248 -0.373 1.212
H -2.119 -2.909 0.850
H 2.353 -3.783 -1.449
H -1.719 -1.523 3.348
H 2.366 0.562 6.042
```


no.,orbital gap (eV),LUMO energy (eV)
1,9.1,-0.039
2,2.1,2.820
3,7.5,-1.374